a.
The following is a DFT calculation (ωB97M-V/def2-TZVPD) of 2 unconnected molecules or ions with the total composition C2H3BrFNO2.

Positions of all 10 atoms, in Å:
C (-1.272, 0.608, 0.015)
C (0.041, 0.993, -0.513)
N (1.786, -2.239, 0.774)
O (1.379, -3.257, 0.264)
O (1.456, -1.091, 0.581)
F (0.238, 1.095, -1.828)
Br (1.173, 2.205, 0.370)
H (-1.470, -0.289, -0.478)
H (-1.343, 0.661, 1.031)
H (-1.987, 1.314, -0.215)

Summary:
Net charge   0
Frontier orbital gap (spin up / spin down)   10.9 / 5.7 eV
LUMO energy (spin up / spin down)   0.0 / -2.2 eV

b.
The following is a DFT calculation (ωB97M-V/def2-TZVPD) of a molecular structure, C2H3BrFNO2.

Positions of all 10 atoms, in Å:
C (-0.215, 1.069, -0.681)
C (0.400, -0.575, 1.567)
N (-0.108, -0.061, -1.334)
O (0.942, -0.262, -1.947)
O (-1.037, -0.946, -1.206)
F (-0.340, 0.208, 2.289)
Br (-0.494, -1.987, 0.871)
H (-1.003, 1.286, -0.087)
H (0.394, 1.847, -0.788)
H (1.460, -0.578, 1.316)

Summary:
Net charge   0
Frontier orbital gap (spin up / spin down)   8.1 / 6.6 eV
LUMO energy (spin up / spin down)   -1.1 / -2.0 eV

What should be chosen as the most stable of them? Choose a.

a.
The following is a DFT calculation (ωB97M-V/def2-TZVPD) of C7H9NO in the gas phase.

Positions of all 18 atoms, in Å:
C (-2.309, -1.624, -0.213)
C (-2.798, -0.320, -0.083)
C (1.863, 0.360, 0.176)
C (-0.980, -1.537, -0.014)
C (-1.853, 0.653, -0.408)
C (-0.443, -0.201, 0.159)
C (3.261, 0.548, -0.237)
N (0.827, 0.131, -0.505)
O (-1.926, 1.952, 0.159)
H (-2.875, -2.581, -0.269)
H (1.750, 0.544, 1.213)
H (-0.441, -2.466, 0.003)
H (-1.846, 0.719, -1.464)
H (-0.378, 0.075, 1.268)
H (3.905, -0.334, 0.114)
H (2.999, 0.634, -1.320)
H (3.656, 1.450, 0.314)
H (-2.414, 1.998, 1.107)

Summary:
Net charge   0
Frontier orbital gap (spin up / spin down)   7.6 / 7.6 eV
LUMO energy (spin up / spin down)   -0.3 / -0.3 eV

b.
The following is a DFT calculation (ωB97M-V/def2-TZVPD) of C7H9NO in the gas phase.

Positions of all 18 atoms, in Å:
C (-1.414, 0.563, 0.752)
C (0.203, 2.203, -0.202)
C (-1.516, -0.371, -0.527)
C (0.892, -0.314, -1.415)
C (-0.298, -1.112, -0.807)
C (0.968, -0.697, -0.132)
C (1.760, -0.705, 1.074)
N (-0.820, 1.799, 0.311)
O (1.056, 2.793, -0.728)
H (-2.402, 0.889, 1.290)
H (-2.292, -1.085, -0.423)
H (-1.884, 0.339, -1.275)
H (1.084, -0.018, -2.416)
H (-0.401, -2.200, -1.147)
H (-0.739, 0.072, 1.356)
H (2.733, -0.418, 0.694)
H (1.868, -1.631, 1.777)
H (1.201, -0.107, 1.818)

Summary:
Net charge   0
SMILES   CC1=C[C@@H]1CCN=C=O
Frontier orbital gap   10.0 eV
LUMO energy   0.9 eV

What should be chosen as the most stable of them? Choose b.

a.
The following is a DFT calculation (ωB97M-V/def2-TZVPD) of a gas-phase ion, C3H3N2 (charge +1).

Positions of all 8 atoms, in Å:
C (-0.201, 1.337, -0.727)
C (0.934, 0.626, -1.043)
C (-0.113, -0.819, 0.483)
N (-0.978, 0.957, 0.175)
N (0.838, -0.527, -0.326)
H (-0.279, -1.618, 1.177)
H (-1.778, 1.186, 0.669)
H (1.577, -1.142, -0.408)

Summary:
Net charge   +1
Frontier orbital gap (spin up / spin down)   9.7 / 7.1 eV
LUMO energy (spin up / spin down)   -5.7 / -7.7 eV
Expectation value of S²   2.042
Spin multiplicity   3

b.
The following is a DFT calculation (ωB97M-V/def2-TZVPD) of 2 unconnected molecules or ions with the total composition C3H3N2.

Positions of all 8 atoms, in Å:
C (-1.007, -1.323, -2.694)
C (-0.003, 0.820, -1.191)
C (-0.688, -1.075, -4.025)
N (-0.185, -0.859, -5.040)
N (0.321, 0.112, -0.102)
H (1.352, 0.049, -0.222)
H (-0.456, -0.516, 0.048)
H (0.040, 0.712, 0.748)

Summary:
Net charge   +1
Frontier orbital gap (spin up / spin down)   7.2 / 9.9 eV
LUMO energy (spin up / spin down)   -7.1 / -6.7 eV
Expectation value of S²   2.020
Spin multiplicity   3

What should be chosen as the most stable of them? Choose a.

a.
The following is a DFT calculation (ωB97M-V/def2-TZVPD) of 2 unconnected molecules or ions with the total composition C4H8SSi2.

Positions of all 15 atoms, in Å:
C (-1.272, 1.579, -1.762)
C (-0.563, 1.307, -0.607)
C (-1.985, 0.520, -2.183)
C (-0.876, 0.069, -0.107)
Si (2.694, -1.146, 1.576)
Si (-0.364, -0.810, 1.566)
S (-1.941, -0.851, -1.156)
H (-1.268, 2.567, -2.320)
H (0.055, 2.110, -0.101)
H (-2.329, 0.304, -3.178)
H (3.501, 0.048, 1.919)
H (2.636, -0.953, 0.037)
H (3.389, -2.422, 2.036)
H (-0.817, -2.270, 1.601)
H (-0.858, -0.052, 2.678)

Summary:
Net charge   0
Frontier orbital gap   8.1 eV
LUMO energy   -0.2 eV

b.
The following is a DFT calculation (ωB97M-V/def2-TZVPD) of C4H8SSi2 in the gas phase.

Positions of all 15 atoms, in Å:
C (0.501, 0.428, 2.297)
C (-0.667, -0.275, 2.390)
C (1.503, 0.751, 1.536)
C (-1.384, -1.154, -0.188)
Si (2.417, 1.867, 0.384)
Si (-2.184, -1.826, -1.818)
S (-1.935, -0.779, 1.249)
H (0.826, 0.755, 3.426)
H (-1.346, -0.137, 3.212)
H (2.282, 3.358, 0.819)
H (1.652, 2.206, -0.879)
H (3.601, 1.309, -0.029)
H (-1.643, -0.685, -2.718)
H (-3.817, -1.585, -1.769)
H (-1.690, -3.184, -1.804)

Summary:
Net charge   0
Frontier orbital gap (spin up / spin down)   5.8 / 7.5 eV
LUMO energy (spin up / spin down)   -1.8 / -0.6 eV

What should be chosen as the most stable of them? Choose a.

a.
The following is a DFT calculation (ωB97M-V/def2-TZVPD) of C8H6N2O in the gas phase.

Positions of all 17 atoms, in Å:
C (2.535, 1.098, 0.389)
C (3.169, -0.110, 0.017)
C (2.392, -1.214, -0.319)
C (0.489, 0.084, -0.105)
C (1.148, 1.083, 0.309)
C (-1.048, 0.049, -0.046)
C (-3.081, 0.534, -0.385)
C (-3.005, -0.575, 0.481)
H (3.115, 2.118, 0.626)
H (4.385, -0.096, 0.123)
H (2.880, -1.915, -0.699)
H (0.680, 2.216, 0.449)
H (-4.003, 0.977, -0.839)
H (-3.970, -1.169, 0.999)
N (1.051, -1.089, -0.375)
N (-1.762, 0.930, -0.688)
O (-1.714, -0.839, 0.591)

Summary:
Net charge   0
SMILES   c1ccc(-c2ncco2)nc1
Frontier orbital gap   9.7 eV
LUMO energy   0.6 eV

b.
The following is a DFT calculation (ωB97M-V/def2-TZVPD) of C8H6N2O in the gas phase.

Positions of all 17 atoms, in Å:
C (2.510, -0.955, -0.102)
C (1.229, -0.092, 0.075)
C (1.358, 1.280, 0.155)
C (-0.826, 0.803, -0.026)
C (-2.830, -0.050, -0.223)
C (-2.344, -1.357, -0.010)
C (-0.965, -1.573, 0.242)
C (-0.143, -0.456, 0.117)
H (2.457, -2.068, -0.001)
H (2.281, 1.834, 0.067)
H (-0.264, 2.813, -0.122)
H (-3.886, 0.121, -0.343)
H (-3.068, -2.149, -0.108)
H (-0.544, -2.593, 0.514)
N (0.104, 1.809, 0.188)
N (-2.109, 1.037, -0.131)
O (3.642, -0.435, -0.222)

Summary:
Net charge   0
SMILES   O=Cc1c[nH]c2ncccc12
Frontier orbital gap   9.0 eV
LUMO energy   0.3 eV

What should be chosen as the most stable of them? Choose b.

a.
The following is a DFT calculation (ωB97M-V/def2-TZVPD) of C5H9N2P in the gas phase.

Positions of all 17 atoms, in Å:
C (0.410, 1.695, -0.379)
C (-0.299, -1.385, -0.400)
C (-0.158, 0.918, 0.706)
C (1.312, 0.731, 0.528)
C (-0.958, -0.302, 0.577)
N (1.162, -1.442, -0.318)
N (1.917, -0.474, 0.081)
P (-2.898, -0.065, -0.073)
H (0.258, 1.345, -1.336)
H (0.496, 2.767, -0.154)
H (-0.543, -2.415, -0.066)
H (-0.575, -1.306, -1.477)
H (-0.335, 1.535, 1.511)
H (2.145, 1.140, 1.119)
H (-1.157, -0.836, 1.482)
H (1.651, -2.377, -0.509)
H (-2.428, 0.472, -1.291)

Summary:
Net charge   0
Frontier orbital gap (spin up / spin down)   4.8 / 3.4 eV
LUMO energy (spin up / spin down)   -1.2 / -1.9 eV

b.
The following is a DFT calculation (ωB97M-V/def2-TZVPD) of C5H9N2P in the gas phase.

Positions of all 17 atoms, in Å:
C (-0.207, 0.062, 1.168)
C (-2.015, -0.009, -0.493)
C (0.898, -0.879, -0.831)
C (0.767, 0.246, 2.248)
C (1.033, 0.490, -1.510)
N (-1.323, 0.271, 0.772)
N (-1.837, -1.354, -0.901)
P (-0.400, -2.034, -0.982)
H (-3.021, -0.009, -0.239)
H (-1.629, 0.886, -1.030)
H (1.777, -1.326, -0.462)
H (0.328, 1.164, 2.873)
H (1.608, 0.659, 1.789)
H (0.957, -0.617, 2.718)
H (0.804, 1.339, -0.725)
H (0.269, 0.433, -2.380)
H (1.992, 0.679, -2.016)

Summary:
Net charge   0
Frontier orbital gap (spin up / spin down)   7.7 / 7.7 eV
LUMO energy (spin up / spin down)   0.0 / 0.0 eV

What should be chosen as the most stable of them? Choose b.